1.
DFT (ωB97M-V/def2-TZVPD) results for a structure of composition C25H32ClN2O5PPdS at a distorted geometry.

- gap between HOMO and LUMO (eV) = 7.78
- E_HOMO (eV) = -7.9
- relative energy (zero: lowest compared OMol25 entry of this formula, charge and spin) (kcal per mole) = 6.61

Atoms and positions in Å:
Pd  1.27  0.83  0.01
C  -4.63  -4.73  -3.21
C  -3.59  -3.69  -2.89
C  -2.97  -3.65  -1.65
C  -2.02  -2.68  -1.36
C  -1.68  -1.74  -2.31
C  -2.28  -1.77  -3.56
C  -3.23  -2.74  -3.84
S  -0.45  -0.48  -2.01
O  0.74  -1.20  -1.59
O  -0.38  0.27  -3.24
N  -0.82  0.46  -0.76
C  -1.73  1.51  -0.88
C  -2.75  1.57  -1.83
C  -3.61  2.65  -1.81
C  -3.45  3.64  -0.85
C  -2.42  3.49  0.05
N  -1.57  2.46  0.05
H  -4.70  -5.47  -2.42
H  -4.39  -5.25  -4.14
H  -5.61  -4.27  -3.33
H  -3.22  -4.39  -0.90
H  -1.53  -2.68  -0.40
H  -2.00  -1.03  -4.30
H  -3.69  -2.76  -4.82
H  -2.86  0.80  -2.58
H  -4.41  2.72  -2.54
H  -4.10  4.50  -0.80
H  -2.25  4.23  0.82
C  -0.02  -2.95  2.00
C  -0.71  -1.60  1.92
O  0.03  -0.62  2.68
P  1.30  0.13  2.08
O  1.41  1.36  3.11
C  0.37  2.35  3.16
C  -0.51  2.14  4.37
O  2.58  -0.68  2.56
C  2.85  -0.94  3.96
C  3.32  -2.37  4.09
H  -0.61  -3.70  1.47
H  0.07  -3.27  3.04
H  0.97  -2.91  1.54
H  -1.70  -1.62  2.37
H  -0.80  -1.23  0.89
H  -0.21  2.34  2.23
H  0.88  3.32  3.21
H  -1.02  1.17  4.31
H  -1.27  2.92  4.42
H  0.08  2.17  5.28
H  1.95  -0.76  4.55
H  3.61  -0.23  4.27
H  2.53  -3.06  3.81
H  3.60  -2.57  5.13
H  4.18  -2.55  3.45
Cl  1.95  3.66  0.27
C  2.98  3.07  -1.01
C  3.19  3.90  -2.10
C  3.95  3.44  -3.17
C  4.47  2.15  -3.15
C  4.25  1.34  -2.05
C  3.52  1.78  -0.94
C  3.28  0.90  0.23
H  2.76  4.88  -2.11
H  4.11  4.08  -4.02
H  5.04  1.78  -3.99
H  4.65  0.33  -2.03
H  3.61  1.34  1.17
H  3.70  -0.09  0.11

=====

2.
DFT (ωB97M-V/def2-TZVPD) results for a structure of composition C26H47Br15O15S3 at a distorted geometry.

- gap between HOMO and LUMO (eV) = 9.13
- E_HOMO (eV) = -9.8
- relative energy (zero: lowest compared OMol25 entry of this formula, charge and spin) (kcal per mole) = 43.72

Atoms and positions in Å:
O  3.99  2.32  -0.63
C  4.87  3.11  -0.86
O  5.96  3.25  -0.10
C  6.99  3.80  -0.90
C  6.29  4.79  -1.86
C  4.90  4.14  -1.98
H  7.56  3.07  -1.49
H  7.77  4.37  -0.39
H  6.82  4.80  -2.80
H  6.13  5.77  -1.40
H  4.83  3.59  -2.92
H  4.14  4.89  -1.78
O  -5.91  -2.98  0.90
C  -5.30  -2.04  1.32
O  -4.57  -2.08  2.45
C  -4.15  -0.75  2.87
C  -4.46  0.18  1.69
C  -5.22  -0.68  0.66
H  -3.07  -0.78  3.03
H  -4.75  -0.55  3.75
H  -3.48  0.46  1.31
H  -5.03  1.06  1.97
H  -4.49  -0.80  -0.15
H  -6.08  -0.33  0.09
O  0.84  -3.95  -1.11
C  -0.21  -3.57  -0.63
O  -1.16  -3.06  -1.40
C  -2.16  -2.37  -0.64
C  -1.61  -2.36  0.78
C  -0.64  -3.54  0.80
H  -3.11  -2.92  -0.72
H  -2.40  -1.39  -1.04
H  -2.34  -2.51  1.57
H  -1.06  -1.42  0.89
H  -1.01  -4.55  0.99
H  0.22  -3.34  1.44
O  -2.62  -0.33  6.38
S  -1.27  0.16  6.31
O  -0.85  1.27  7.09
O  -0.29  -1.04  6.61
C  -0.71  -2.41  6.26
C  -0.01  -3.31  7.25
C  -0.85  0.46  4.60
H  -0.47  -2.58  5.21
H  -1.79  -2.46  6.31
H  1.00  -3.58  6.91
H  -0.50  -4.29  7.20
H  -0.04  -3.02  8.29
H  -0.73  -0.47  4.04
H  0.06  1.05  4.49
H  -1.62  1.06  4.11
O  -1.10  0.52  -0.06
S  0.18  0.90  0.51
O  0.30  0.73  1.93
O  1.37  0.09  -0.18
C  1.41  -0.18  -1.61
C  1.56  -1.65  -1.82
C  0.62  2.55  -0.06
H  2.27  0.38  -1.98
H  0.52  0.22  -2.09
H  1.54  -1.89  -2.89
H  0.82  -2.21  -1.25
H  2.55  -2.02  -1.53
H  1.65  2.60  0.29
H  -0.07  3.18  0.50
H  0.55  2.68  -1.13
O  -2.95  -2.82  -2.91
S  -1.87  -2.78  -3.85
O  -0.74  -1.88  -3.76
O  -1.28  -4.30  -3.99
C  0.11  -4.52  -3.67
C  1.00  -4.19  -4.85
C  -2.62  -2.64  -5.46
H  0.24  -5.58  -3.44
H  0.42  -3.84  -2.88
H  1.34  -5.06  -5.41
H  1.98  -3.85  -4.50
H  0.64  -3.40  -5.51
H  -3.24  -1.75  -5.47
H  -3.24  -3.54  -5.54
H  -1.85  -2.53  -6.22
C  -0.07  6.59  -0.95
Br  -1.48  6.62  -2.34
Br  1.49  5.71  -1.69
Br  -0.71  5.92  0.72
H  0.14  7.64  -0.81
C  -3.50  2.48  -1.72
Br  -3.71  0.64  -2.25
Br  -5.05  3.11  -0.64
Br  -3.31  3.52  -3.38
H  -2.66  2.64  -1.06
C  3.00  3.63  3.20
Br  4.89  3.17  3.33
Br  2.77  5.16  1.97
Br  2.21  4.12  4.92
H  2.44  2.81  2.77
C  -0.46  1.35  -5.46
Br  0.75  0.25  -6.54
Br  -2.31  1.14  -6.01
Br  0.21  3.20  -5.52
H  -0.37  0.96  -4.46
C  2.89  -1.56  1.94
Br  4.00  0.04  2.25
Br  2.48  -2.43  3.62
Br  3.80  -2.82  0.70
H  1.97  -1.29  1.43

=====

> What is the gap between HOMO and LUMO in the second record?

9.13 eV